Entry 1:
DFT (the ωB97M-V functional and the def2-TZVPD basis) results for C21H21N5O4S4SbW as an isolated structure.

Structure (XYZ):
```
57
Properties=species:S:1:pos:R:3:forces:R:3:lowdin_spin:R:1
W 0.371 -0.034 0.334 0.2 0.6 0.4 -0.234
O -3.168 -1.305 -1.097 -0.1 -0.1 0.0 0.000
C -1.977 -1.255 -0.925 -0.1 0.2 0.0 0.001
O -1.254 -0.152 -0.942 0.2 -0.1 0.1 0.002
C -1.096 -2.464 -0.827 0.1 -0.1 0.0 0.003
C -1.574 -3.772 -0.953 -0.3 0.1 0.0 0.011
C -0.664 -4.782 -1.029 0.1 -0.1 0.0 0.010
C 0.715 -4.480 -1.076 0.0 0.1 0.0 0.006
C 1.703 -5.474 -1.279 0.0 0.0 0.0 0.000
C 3.013 -5.124 -1.405 0.0 0.0 0.0 0.000
C 3.395 -3.765 -1.343 0.0 0.0 0.0 0.000
C 2.472 -2.788 -1.114 0.0 0.0 0.0 0.002
C 1.112 -3.130 -0.956 0.0 0.0 0.0 0.002
N 0.179 -2.148 -0.742 0.1 -0.1 -0.2 -0.001
H -2.643 -3.929 -0.975 0.0 0.0 0.0 0.000
H -0.979 -5.817 -1.090 0.0 0.0 0.0 0.000
H 1.399 -6.511 -1.347 0.0 0.0 0.0 0.000
H 3.764 -5.887 -1.566 0.0 0.0 0.0 0.000
H 4.435 -3.493 -1.475 0.0 0.0 0.0 0.000
H 2.757 -1.746 -1.064 0.0 0.0 0.0 0.001
S -0.464 -4.296 2.552 0.0 0.1 0.0 0.548
Sb 0.127 -2.132 3.073 -0.1 -0.3 -0.1 0.174
S -1.371 -0.638 1.975 -0.1 0.0 0.0 0.070
S 1.867 -1.450 1.552 0.1 0.0 0.1 0.072
C 2.230 2.505 -2.764 0.0 0.0 0.0 0.006
C 1.857 1.801 -1.502 0.1 0.1 0.1 0.048
N 1.178 0.648 -1.481 0.0 -0.1 0.2 0.071
O 0.847 0.179 -2.738 0.0 -0.1 -0.1 0.016
C 2.034 2.304 -0.206 0.3 -0.1 0.0 0.073
C 2.400 3.680 0.226 0.0 0.0 0.0 0.010
N 1.716 1.337 0.656 -0.8 -0.1 -0.4 0.059
O 0.877 1.347 1.719 0.1 0.1 0.0 0.036
H 2.405 1.795 -3.569 0.0 0.0 0.0 0.000
H 3.131 3.097 -2.613 0.0 0.0 0.0 0.001
H 1.429 3.179 -3.076 0.0 0.0 0.0 0.002
H 0.143 -0.458 -2.546 -0.1 0.0 0.0 0.000
H 2.331 4.374 -0.608 0.0 0.0 0.0 0.000
H 3.412 3.716 0.634 0.0 0.0 0.0 0.004
H 1.706 4.002 1.005 0.0 0.0 0.0 0.001
N -3.445 1.534 -0.175 -0.1 0.1 0.0 0.000
C -2.444 2.176 -0.783 0.1 -0.1 0.1 0.000
S -1.151 2.819 0.102 0.0 0.0 -0.1 0.003
N -2.443 2.260 -2.128 -0.1 0.0 0.0 0.000
C -3.257 1.518 -3.028 0.0 0.0 0.0 0.000
C -2.631 0.769 -4.017 0.0 0.0 0.0 0.000
C -3.392 0.044 -4.919 0.0 0.0 0.0 0.000
C -4.778 0.053 -4.830 0.0 0.0 0.0 0.000
C -5.397 0.811 -3.848 0.0 0.0 0.0 0.000
C -4.642 1.557 -2.953 0.0 0.0 0.0 0.000
H -3.294 1.353 0.806 0.0 0.0 0.0 0.001
H -3.930 0.805 -0.683 0.0 0.0 0.0 0.000
H -1.577 2.622 -2.494 0.0 0.0 0.0 0.000
H -1.548 0.754 -4.063 0.0 0.0 0.0 0.000
H -2.901 -0.538 -5.688 0.0 0.0 0.0 0.000
H -5.371 -0.522 -5.528 0.0 0.0 0.0 0.000
H -6.477 0.836 -3.782 0.0 0.0 0.0 0.000
H -5.124 2.175 -2.207 0.0 0.0 0.0 0.000
```
Positions in Å, forces in eV/Å.

Properties
frontier orbital gap (alpha / beta)	6.448 / 5.381	eV
ΔE to the lowest compared entry with this formula, charge and spin	82.9	kJ/mol
spin multiplicity	2

***

Entry 2:
DFT (the ωB97M-V functional and the def2-TZVPD basis) results for C47H40N4O3P2PtSi as an isolated structure.

Structure (XYZ):
```
98
Properties=species:S:1:pos:R:3:forces:R:3:lowdin_spin:R:1
Pt 0.597 0.515 -0.386 -0.8 -1.8 2.1 0.483
C 3.709 -0.429 1.431 -0.3 0.4 -0.5 0.013
Si 1.848 -0.533 1.483 -0.6 0.6 -1.1 0.032
C 1.375 -2.333 1.350 -1.3 -0.5 -0.3 0.000
C 1.669 -3.202 2.406 0.2 -1.0 -0.6 0.000
C 1.663 -4.609 2.213 -0.1 0.8 0.3 0.000
C 1.343 -5.104 0.953 0.5 -1.5 0.2 0.001
C 0.945 -4.253 -0.066 -1.0 0.2 -0.5 0.006
C 0.792 -2.889 0.156 1.9 0.4 0.5 0.017
P 0.082 -1.825 -1.150 0.3 0.7 1.0 0.193
C -1.694 -2.240 -1.196 -0.5 1.5 0.7 0.032
C -2.704 -1.285 -0.855 1.2 -0.2 0.4 0.003
C -4.032 -1.546 -1.084 -0.8 0.1 0.3 0.000
C -4.451 -2.862 -1.317 -0.5 0.6 -0.4 0.000
C -3.496 -3.842 -1.440 0.7 -1.0 -1.0 0.002
C -2.109 -3.493 -1.497 -1.9 -1.3 0.0 0.008
C 0.822 -2.182 -2.778 -0.3 -0.6 -0.5 0.022
C 0.181 -1.613 -3.897 1.3 -1.1 0.1 0.015
C 0.681 -1.850 -5.179 -0.8 1.2 -0.2 0.003
C 1.806 -2.596 -5.398 0.7 -0.3 0.8 0.016
C 2.465 -3.131 -4.284 0.2 -1.1 -0.1 0.005
C 1.965 -2.993 -2.990 -0.4 1.0 -0.4 0.019
C 1.309 0.408 2.992 0.8 0.2 -0.4 0.012
C 2.183 0.584 4.054 -0.5 0.4 2.3 0.002
C 1.747 1.261 5.255 0.8 -0.4 -1.8 0.002
C 0.498 1.853 5.244 -0.8 0.0 -0.7 0.003
C -0.305 1.848 4.073 1.8 -0.7 -0.1 0.002
C 0.118 1.124 2.948 -0.2 0.0 0.7 0.015
P -0.955 0.876 1.474 1.1 0.1 1.2 0.039
C -2.121 -0.275 2.344 -0.3 1.3 0.6 0.002
C -3.015 0.331 3.262 -0.5 -0.5 -0.7 0.000
C -3.953 -0.446 3.931 -0.1 -0.8 0.4 0.000
C -3.934 -1.865 3.822 0.8 0.3 -0.5 0.000
C -2.955 -2.453 2.994 0.0 0.2 0.6 0.000
C -2.022 -1.640 2.324 -0.3 -1.1 -0.8 0.000
C -1.711 2.523 1.439 -1.2 -0.4 -0.5 0.007
C -3.105 2.701 1.226 1.7 0.5 0.0 0.003
C -3.580 3.993 1.080 0.0 0.4 -0.3 0.001
C -2.693 5.081 1.131 -0.1 0.1 0.0 0.004
C -1.331 4.894 1.403 -0.3 0.6 -0.2 0.000
C -0.846 3.605 1.567 0.2 0.0 -0.1 0.006
H 4.069 -0.776 2.377 0.3 -0.5 0.7 0.001
H 3.974 0.633 1.408 0.2 -0.3 -0.3 0.000
H 4.184 -1.024 0.644 0.0 0.3 0.3 0.004
H 1.919 -2.792 3.379 0.2 0.0 0.0 0.000
H 1.938 -5.288 3.045 -0.3 0.5 -0.7 0.000
H 1.421 -6.210 0.785 -0.1 1.2 0.0 0.000
H 0.665 -4.587 -1.072 0.1 -0.5 0.6 0.001
H -2.413 -0.440 -0.217 -0.2 0.1 -1.0 0.001
H -4.789 -0.748 -1.041 0.5 -0.4 0.4 0.000
H -5.535 -3.045 -1.434 0.9 -0.1 0.1 0.000
H -3.818 -4.884 -1.682 0.5 1.0 0.4 0.000
H -1.409 -4.257 -1.735 0.4 -0.6 -0.3 0.001
H -0.696 -1.033 -3.796 -0.8 0.6 0.2 0.001
H 0.225 -1.342 -6.032 -0.1 -0.3 0.3 0.000
H 2.179 -2.724 -6.407 0.1 -0.1 0.1 0.001
H 3.327 -3.804 -4.431 -0.4 0.6 0.1 0.000
H 2.498 -3.451 -2.167 -0.1 -0.1 0.0 0.001
H 3.182 0.159 4.044 -0.2 0.0 0.0 0.000
H 2.446 1.407 6.092 -0.5 -0.3 -0.4 0.000
H 0.108 2.327 6.135 0.1 0.2 0.0 0.000
H -1.153 2.472 3.966 -0.8 0.4 0.4 0.000
H -3.012 1.406 3.394 -0.2 -0.2 0.0 0.000
H -4.715 0.034 4.565 0.6 -0.3 -0.3 0.000
H -4.604 -2.505 4.413 0.2 0.5 -0.5 0.000
H -2.868 -3.548 2.869 -0.1 0.7 0.3 0.000
H -1.250 -2.116 1.713 -0.3 0.1 0.1 0.000
H -3.733 1.833 1.207 -0.4 -0.2 -0.2 0.000
H -4.639 4.166 0.875 0.3 0.0 0.2 0.000
H -3.086 6.093 0.952 0.3 -0.6 0.2 0.000
H -0.651 5.761 1.463 -0.5 -0.6 0.0 0.000
H 0.213 3.428 1.786 -0.6 0.1 -0.1 0.000
N 1.616 2.623 -2.585 -0.5 0.5 0.0 0.221
C 0.246 2.596 -2.584 -0.7 -0.3 0.1 0.009
C -0.402 3.614 -3.271 1.0 1.2 -0.4 0.044
C -1.733 3.612 -3.473 -1.7 -1.0 0.7 0.002
C -2.433 2.462 -2.983 0.7 1.0 -0.5 0.066
C -1.758 1.515 -2.250 0.9 -0.2 0.1 0.013
N -0.417 1.611 -1.982 -0.9 0.3 -0.8 0.077
C 2.507 1.680 -2.253 2.7 2.6 -1.7 0.209
C 3.837 2.021 -2.617 -1.9 0.3 0.2 0.252
C 4.828 1.109 -2.399 2.2 -1.3 0.0 0.283
C 4.448 -0.195 -1.995 2.7 0.7 -0.3 0.231
C 3.171 -0.413 -1.600 -0.9 -1.0 0.1 0.269
N 2.201 0.548 -1.664 -1.4 -2.8 1.5 0.262
H 2.028 3.512 -2.875 -0.2 -0.5 -0.1 0.001
H 0.183 4.433 -3.664 0.2 0.1 0.0 0.002
H -2.254 4.463 -3.943 0.3 -0.7 0.1 -0.001
H -3.461 2.353 -3.237 -0.6 -0.2 0.1 0.003
H -2.198 0.583 -1.874 -0.1 0.8 -0.2 0.000
H 3.957 2.971 -3.115 0.4 0.1 -0.1 0.007
H 5.867 1.351 -2.581 -0.1 -0.1 -0.1 0.013
H 5.242 -0.998 -1.900 -1.2 1.0 -0.2 0.003
H 2.957 -1.398 -1.182 -0.5 0.5 -0.1 0.007
O 2.968 4.838 0.900 -0.6 -2.6 -0.9 0.431
N 2.729 3.667 0.484 0.4 -0.8 -0.1 -0.051
O 3.515 2.701 0.581 -1.7 2.8 -0.1 0.215
O 1.596 3.484 -0.079 2.2 1.0 1.2 0.455
```
Positions in Å, forces in eV/Å.

Properties
frontier orbital gap (alpha / beta)	4.701 / 3.803	eV
ΔE to the lowest compared entry with this formula, charge and spin	0.0	kJ/mol
charge	+2
spin multiplicity	5

***

Entry 3:
DFT (the ωB97M-V functional and the def2-TZVPD basis) results for one molecule with the formula C4H6N2O3S.

Structure (XYZ):
```
16
Properties=species:S:1:pos:R:3:forces:R:3:nbo_charge:R:1
N -0.535 -3.482 2.807 1.7 2.0 0.2 -0.832
C -0.453 -2.865 1.570 -2.0 -2.4 -1.3 0.871
O -1.143 -3.364 0.688 1.3 1.8 0.2 -0.623
O 0.392 -1.790 1.512 -0.7 0.5 0.8 -0.402
N 0.412 -1.118 0.264 -0.3 1.1 -1.2 -0.146
C 0.065 0.138 0.259 -0.1 -3.2 1.2 0.057
C -0.038 0.827 -1.073 0.6 0.3 0.1 -0.112
O -0.456 2.164 -0.850 -0.1 -0.3 0.5 -0.505
C -1.014 2.389 0.437 0.9 0.0 -0.1 -0.165
S -0.538 1.043 1.621 0.3 0.4 -0.8 0.255
H -0.840 -4.432 2.760 -0.1 -0.2 -0.1 0.407
H 0.267 -3.281 3.389 -0.2 -0.3 0.3 0.382
H 0.954 0.834 -1.538 -0.1 0.2 0.0 0.216
H -0.693 0.282 -1.750 -0.3 0.0 0.2 0.213
H -2.076 2.435 0.443 -1.0 -0.1 -0.4 0.183
H -0.642 3.349 0.760 0.2 0.2 0.3 0.201
```
Positions in Å, forces in eV/Å.

Properties
frontier orbital gap	10.043	eV
SMILES string	NC(=O)O/N=C1/COCS1
ΔE to the lowest compared entry with this formula, charge and spin	73.4	kJ/mol

***

- What is the formula in the second record?
  C47H40N4O3P2PtSi